Entry 1:
DFT (ωB97M-V/def2-TZVPD) results for a single C7H10 molecule.

```
17
Properties=species:S:1:pos:R:3:forces:R:3
C -1.92392 -0.22304 -0.03820 -0.23 -0.06 0.03
C -1.25903 0.96091 -0.69281 -0.10 0.28 -0.09
C -0.43622 -0.17029 -0.16614 -0.14 0.16 -0.02
C 0.45260 -1.17297 -0.89058 -0.03 0.13 0.39
C 1.29780 -1.38309 0.38261 -0.40 -0.07 0.10
C 1.72138 0.81085 0.78831 0.31 0.23 -0.14
C 0.56781 -0.19521 0.97275 -0.18 0.12 0.31
H -2.50549 -0.89074 -0.66808 0.22 -0.02 0.06
H -2.35541 -0.07131 0.94742 0.11 0.00 -0.10
H -1.34998 1.06874 -1.76741 0.00 -0.11 0.02
H -1.29761 1.91402 -0.17115 0.19 -0.18 0.06
H -0.02178 -2.08584 -1.24784 0.08 -0.19 0.02
H 1.05062 -0.77465 -1.70104 0.18 0.09 -0.30
H 2.47326 0.44930 0.08356 0.13 0.00 -0.08
H 1.33528 1.74144 0.37999 -0.06 0.12 0.06
H 2.23258 0.98190 1.73764 -0.08 -0.05 -0.17
H 0.23562 -0.11093 2.01312 0.01 -0.45 -0.17
```
Positions in Å, forces in eV/Å.

Output
molecular weight	94.157	g mol⁻¹
HOMO level	-8.3	eV
strongest force on any atom	0.48	eV/Å
multiplicity	1
LUMO	0.32	eV
energy above the lowest of the compared OMol25 structures with the same formula, charge and spin	500.0	kJ/mol


Entry 2:
DFT (ωB97M-V/def2-TZVPD) results for a single C7H10 molecule at a distorted geometry.

```
17
Properties=species:S:1:pos:R:3:forces:R:3
C 0.93208 -0.41336 -0.97735 0.21 -0.28 -0.74
C 1.90962 -1.31522 -1.07898 0.25 0.10 0.98
C -0.78023 0.51151 0.47092 0.17 0.29 1.08
C 0.53427 0.38655 0.21107 -0.08 -0.97 -0.68
C 1.64131 0.77332 1.13555 0.17 0.62 0.64
C -3.18558 0.11184 0.02229 1.01 0.98 -0.33
C -1.88686 -0.08770 -0.24985 -0.23 0.23 -0.91
H 0.36498 -0.25820 -1.89007 -0.28 0.01 0.14
H 2.57775 -1.52087 -0.24465 -0.13 0.05 0.04
H 2.08947 -1.95725 -1.92932 -0.19 0.34 -0.32
H -1.09301 1.06687 1.35455 0.22 0.04 0.05
H 1.96425 -0.09863 1.70966 -0.07 -0.04 0.03
H 2.54306 1.15524 0.65589 -0.15 -0.11 -0.42
H 1.35923 1.55224 1.85132 -0.25 -0.23 -0.02
H -3.43126 0.79111 0.83348 -0.22 -0.28 0.13
H -3.94364 -0.07882 -0.72293 -0.15 -0.55 0.26
H -1.59542 -0.61864 -1.15158 -0.29 -0.20 0.07
```
Positions in Å, forces in eV/Å.

Output
SMILES	C=C/C=C(/C)C=C
molecular weight	94.157	g mol⁻¹
HOMO level	-8.3	eV
strongest force on any atom	1.44	eV/Å
multiplicity	1
LUMO	0.63	eV
energy above the lowest of the compared OMol25 structures with the same formula, charge and spin	176.6	kJ/mol


Entry 3:
DFT (ωB97M-V/def2-TZVPD) results for a single C7H10 molecule at a distorted geometry.

```
17
Properties=species:S:1:pos:R:3:forces:R:3
C 0.62604 -0.56223 -1.84988 0.67 -0.12 0.85
C 0.38877 -1.37800 -2.87489 0.03 -1.03 0.06
C -1.54964 -0.58481 -0.78297 -0.10 1.42 1.02
C -0.32234 -0.02190 -0.83804 0.11 -3.38 0.45
C 0.36612 0.47634 0.40080 -0.82 1.74 -1.57
C -0.23828 0.74985 1.55261 0.51 0.56 -0.61
C 0.48104 1.26608 2.75289 -0.51 0.26 0.81
H 1.66088 -0.40751 -1.53639 0.12 0.98 -1.03
H 1.07549 -1.57192 -3.68970 0.59 -0.05 0.50
H -0.39703 -2.13119 -2.84539 -0.89 0.96 -0.47
H -1.82829 -1.56852 -1.12774 -0.15 0.38 -1.09
H -2.26069 -0.07701 -0.13647 -0.11 -0.57 0.32
H 1.37700 0.78805 0.14960 0.31 -0.42 0.73
H -1.32038 0.77971 1.49052 -0.07 -0.57 0.69
H 0.78053 0.48473 3.45720 0.19 -0.19 -0.31
H -0.18109 1.87599 3.37436 -0.04 0.17 -0.23
H 1.34187 1.88235 2.50348 0.14 -0.15 -0.08
```
Positions in Å, forces in eV/Å.

Output
SMILES	C=CC(=C)/C=C/C
molecular weight	94.157	g mol⁻¹
HOMO level	-8.0	eV
strongest force on any atom	3.41	eV/Å
multiplicity	1
LUMO	-0.02	eV
energy above the lowest of the compared OMol25 structures with the same formula, charge and spin	334.6	kJ/mol


Entry 4:
DFT (ωB97M-V/def2-TZVPD) results for a single C7H10 molecule at a distorted geometry.

```
17
Properties=species:S:1:pos:R:3:forces:R:3
C -0.38442 1.35490 -1.24341 1.99 -3.82 3.35
C 0.01274 2.15776 -2.19327 -1.68 0.50 -0.95
C -0.66777 0.93987 0.12859 2.52 -0.46 -2.18
C 0.78492 0.49849 0.64481 -3.09 -0.91 0.75
C 0.14102 -0.21717 -0.53506 -0.39 4.51 -0.52
C 0.51075 -0.20653 2.06262 -1.14 -1.72 -4.14
C -0.23229 -1.64864 -0.79761 -2.80 0.55 -0.70
H 0.64204 1.82570 -2.98331 0.46 -0.30 -0.47
H -0.60751 3.03236 -2.42109 0.59 0.21 0.39
H -1.54203 0.93253 0.70665 -1.01 -0.03 0.75
H 1.58223 1.20738 0.52463 0.31 0.12 -0.05
H -0.30920 0.25559 2.55331 -0.67 0.38 0.47
H 1.26960 -0.38096 2.73405 2.17 0.16 1.23
H 0.20290 -1.26399 1.72705 0.08 1.41 0.90
H -1.23840 -1.76525 -0.26218 1.36 -0.46 -0.51
H 0.52463 -2.25004 -0.30410 -0.07 -0.58 -0.55
H -0.53416 -1.90107 -1.91346 1.35 0.46 2.22
```
Positions in Å, forces in eV/Å.

Output
SMILES	C=C1[C@@H]2[C@@H](C)[C@]12C
molecular weight	94.157	g mol⁻¹
HOMO level	-8.4	eV
strongest force on any atom	5.46	eV/Å
multiplicity	1
LUMO	1.07	eV
energy above the lowest of the compared OMol25 structures with the same formula, charge and spin	495.0	kJ/mol


Entry 5:
DFT (ωB97M-V/def2-TZVPD) results for a molecular structure, C7H10.

```
17
Properties=species:S:1:pos:R:3:forces:R:3
C 1.26971 -0.19090 1.04403 -0.07 -0.01 0.14
C 1.41672 0.83749 -0.01604 0.15 0.02 0.01
C 1.15362 -0.59409 -0.40098 -0.01 -0.12 -0.13
C -0.23268 -0.51382 -1.01205 0.06 -0.07 -0.11
C -1.43041 -0.82581 -0.07977 -0.05 -0.14 0.04
C -1.52862 0.68939 0.23878 -0.07 0.10 0.10
C -0.51668 1.00490 -0.87175 -0.05 -0.12 0.04
H 2.20179 -0.47431 1.52848 -0.14 0.06 -0.08
H 0.41022 -0.21398 1.70979 0.12 0.04 -0.13
H 2.33110 1.40455 -0.17243 -0.15 -0.05 0.00
H 1.91770 -1.24250 -0.82417 -0.13 0.11 0.09
H -0.27187 -0.92977 -2.02497 0.02 0.07 0.16
H -1.21518 -1.49299 0.76221 -0.04 0.08 -0.14
H -2.30501 -1.21172 -0.61093 0.13 0.07 0.06
H -2.49754 1.15945 0.02926 0.15 -0.06 0.05
H -1.24980 0.97864 1.25826 0.00 -0.05 -0.14
H 0.54694 1.61547 -0.55772 0.07 0.08 0.03
```
Positions in Å, forces in eV/Å.

Output
molecular weight	94.157	g mol⁻¹
HOMO level	-7.7	eV
strongest force on any atom	0.19	eV/Å
multiplicity	1
LUMO	0.96	eV
energy above the lowest of the compared OMol25 structures with the same formula, charge and spin	584.5	kJ/mol


Entry 6:
DFT (ωB97M-V/def2-TZVPD) results for a single C7H10 molecule.

```
17
Properties=species:S:1:pos:R:3:forces:R:3
C 1.65344 -0.10534 0.71702 0.10 0.18 0.14
C 1.16456 1.09237 0.40737 0.09 -0.28 -0.27
C 1.05680 -1.21411 -0.10262 0.05 0.12 -0.21
C -0.14728 -0.54848 -0.80164 0.04 -0.07 0.02
C -1.45570 -0.61953 0.01976 -0.08 -0.06 0.08
C -1.41972 0.91172 0.23734 -0.06 0.15 0.08
C -0.04240 0.98809 -0.49518 0.10 0.10 -0.03
H 2.45934 -0.28329 1.42534 0.04 0.08 -0.26
H 0.77630 -2.08433 0.49922 0.00 -0.04 -0.22
H 1.68133 2.01213 0.65567 -0.47 0.13 0.37
H 1.83938 -1.49957 -0.82107 -0.26 -0.29 0.10
H -0.26783 -0.81865 -1.85848 0.14 0.02 0.31
H -1.33863 -1.20965 0.93574 -0.06 0.13 -0.11
H -2.34008 -0.99033 -0.50959 0.20 0.07 0.05
H -2.23117 1.43407 -0.28011 0.19 -0.01 0.06
H -1.40338 1.23255 1.28327 0.00 0.01 -0.16
H -0.00846 1.70177 -1.32600 -0.02 -0.24 0.03
```
Positions in Å, forces in eV/Å.

Output
SMILES	C1=C[C@@H]2CC[C@@H]2C1
molecular weight	94.157	g mol⁻¹
HOMO level	-9.0	eV
strongest force on any atom	0.62	eV/Å
multiplicity	1
LUMO	1.22	eV
energy above the lowest of the compared OMol25 structures with the same formula, charge and spin	113.1	kJ/mol


Entry 7:
DFT (ωB97M-V/def2-TZVPD) results for a gas-phase ion, C7H10 (charge +1) at a distorted geometry.

```
17
Properties=species:S:1:pos:R:3:forces:R:3
C -1.51200 0.32354 0.02458 -0.92 0.87 -0.29
C -0.36603 -0.50939 0.63143 -2.87 2.43 -0.53
C -1.10454 -1.51566 1.38570 2.90 -1.12 -0.03
C 1.45964 1.38494 0.85143 -1.97 -0.50 -0.15
C 0.82944 0.23489 0.53768 1.00 -0.59 0.28
C 0.90589 -0.53395 -0.73297 0.50 0.47 -0.26
C 1.17749 0.26214 -1.89797 -0.73 -1.99 -0.51
H -1.31111 1.21203 -0.58239 1.00 -0.16 0.07
H -2.12117 0.74742 0.83407 -0.14 -0.50 -0.09
H -2.11770 -0.29029 -0.65080 -0.20 -0.25 0.50
H -1.13294 -2.52771 0.99032 -0.78 0.11 0.05
H -0.99297 -1.38333 2.46025 -0.18 -0.20 -0.01
H 1.31139 1.69941 1.87293 0.11 0.50 0.04
H 1.66322 2.07864 0.04364 1.32 -0.22 0.25
H 0.93474 -1.60987 -0.80340 0.98 -0.28 0.49
H 2.07047 -0.04025 -2.44743 -0.11 0.20 0.01
H 0.30618 0.46745 -2.51708 0.08 1.23 0.22
```
Positions in Å, forces in eV/Å.

Output
molecular weight	94.157	g mol⁻¹
HOMO level (spin up / spin down)	-13.9 / -13.9	eV
total charge	+1
strongest force on any atom	3.80	eV/Å
multiplicity	2
LUMO (spin up / spin down)	-6.85 / -5.44	eV
energy above the lowest of the compared OMol25 structures with the same formula, charge and spin	593.2	kJ/mol


Entry 8:
DFT (ωB97M-V/def2-TZVPD) results for a molecular structure, C7H10BCoF4N at a distorted geometry.

```
24
Properties=species:S:1:pos:R:3:forces:R:3
C -0.63087 -2.54930 0.10796 0.37 -2.01 0.76
C -0.74033 -1.84954 1.35321 0.69 -2.35 1.66
C 0.48099 -1.12162 1.56491 0.71 -1.18 1.26
C 1.33802 -1.36806 0.44142 1.06 -1.25 0.49
C 0.65304 -2.25773 -0.45003 1.03 -1.81 0.94
Co -0.38562 -0.62888 -0.09427 -1.16 4.45 -2.82
N -0.53094 0.31221 -1.67635 0.34 1.52 -1.84
C -1.70875 0.95244 -1.01306 -0.52 0.75 -0.94
C -1.82534 0.53699 0.43427 -1.24 1.09 0.75
H 0.72350 -0.48429 2.41166 -0.16 -0.06 -0.31
H -1.58338 -1.89622 2.03454 0.08 0.19 -0.24
H 2.32459 -0.94791 0.29525 -0.23 0.07 -0.01
H 1.06019 -2.66768 -1.36522 -0.20 0.28 -0.08
H -1.36519 -3.22582 -0.31475 0.00 0.19 0.00
H -2.74831 0.01904 0.69154 -0.23 0.16 0.19
H -1.66018 2.04886 -1.10421 0.07 -0.07 -0.08
H 0.21627 1.01776 -1.82468 -0.79 -0.55 0.19
H -1.48626 1.28032 1.15573 -0.21 0.05 0.05
H -2.62387 0.62267 -1.53541 0.00 0.11 -0.10
F 0.79899 2.25313 0.34373 1.29 0.48 -0.27
B 2.12236 2.45802 -0.22184 -1.47 -1.01 0.00
F 2.93982 1.35081 0.14480 0.02 0.68 -0.08
F 1.98131 2.48014 -1.64513 0.38 0.29 0.63
F 2.64995 3.66468 0.26590 0.18 -0.03 -0.14
```
Positions in Å, forces in eV/Å.

Output
molecular weight	253.901	g mol⁻¹
HOMO level (spin up / spin down)	2.7 / 0.2	eV
total charge	-2
strongest force on any atom	5.40	eV/Å
multiplicity	4
LUMO (spin up / spin down)	6.25 / 6.11	eV
energy above the lowest of the compared OMol25 structures with the same formula, charge and spin	0.0	kJ/mol